(1)
{
  "formula": "CsO8S2",
  "method": "ωB97M-V/def2-TZVPD",
  "max_force_ev_per_a": 6.89,
  "total_charge": -3,
  "multiplicity": 1,
  "mol_weight_g_mol": 325.03,
  "orbital_gap_ha": 0.0901,
  "species": ["Cs", "S", "O", "O", "O", "O", "S", "O", "O", "O", "O"],
  "coordinates": [[-1.781, 0.713, 0.622], [-0.900, -1.329, -2.941], [-1.583, -0.929, -1.708], [-0.168, -2.578, -2.617], [-1.911, -1.528, -3.963], [-0.083, -0.278, -3.490], [1.210, 1.186, 2.904], [1.229, 1.885, 1.628], [0.189, 0.151, 2.807], [2.594, 0.714, 2.688], [1.204, 1.994, 4.070]],
  "mulliken_charge": [0.9888, 0.9991, -0.7337, -0.7637, -0.7806, -0.7392, 1.0570, -0.7733, -0.7623, -0.8073, -0.6848]
}


(2)
{
  "formula": "CuH14O7",
  "method": "ωB97M-V/def2-TZVPD",
  "max_force_ev_per_a": 1.66,
  "total_charge": 2,
  "multiplicity": 2,
  "mol_weight_g_mol": 189.65,
  "orbital_gap_ha": [0.4568, 0.3125],
  "species": ["Cu", "O", "H", "H", "O", "H", "H", "O", "H", "H", "O", "H", "H", "O", "H", "H", "O", "H", "H", "O", "H", "H"],
  "coordinates": [[0.006, 0.150, 0.108], [0.336, -0.680, -2.241], [0.574, -1.605, -2.303], [-0.136, -0.499, -3.055], [-0.386, -0.931, 2.306], [-1.233, -1.267, 2.598], [0.244, -1.297, 2.927], [2.059, -0.711, 0.080], [2.140, -1.659, -0.025], [2.958, -0.387, 0.036], [-0.935, -2.043, -0.201], [-1.457, -1.913, -0.993], [-1.467, -2.622, 0.345], [0.850, 1.985, -1.067], [1.246, 2.745, -0.641], [1.102, 2.068, -1.987], [-2.146, 0.726, -0.369], [-2.741, 0.107, -0.792], [-2.650, 1.081, 0.364], [0.301, 1.975, 1.508], [0.417, 2.862, 1.166], [0.919, 1.916, 2.236]],
  "lowdin_spin": [0.8996, 0.0028, 0.0000, 0.0001, 0.0012, 0.0000, 0.0001, 0.0292, 0.0010, 0.0015, 0.0116, -0.0001, 0.0003, 0.0060, 0.0002, 0.0002, 0.0374, 0.0010, 0.0004, 0.0072, 0.0002, 0.0001]
}


(3)
{
  "formula": "CuI3",
  "method": "ωB97M-V/def2-TZVPD",
  "max_force_ev_per_a": 0.50,
  "total_charge": -2,
  "multiplicity": 3,
  "mol_weight_g_mol": 444.26,
  "orbital_gap_ha": [0.1236, 0.2135],
  "species": ["Cu", "I", "I", "I"],
  "coordinates": [[0.491, -0.041, -0.042], [0.313, -2.632, -1.391], [1.471, 1.885, 1.889], [-2.275, 0.788, -0.456]],
  "lowdin_spin": [1.1799, 0.2774, 0.2701, 0.2726]
}